[1]
57
Properties=species:S:1:pos:R:3:forces:R:3 method="wB97M-V/def2-TZVPD" gap_ha=0.10713 homo_ha=-0.5437 e_tot_ha=-1984.91549 e_lumo_ev=-11.88 total_charge=+2
C -3.53859 -2.88981 1.24488 0.341 -0.566 0.602
C -2.09170 -2.46303 1.74349 -0.917 0.851 -0.634
C -1.15657 -2.31610 0.46538 -0.698 -0.333 0.087
F -0.29997 -3.42015 0.28873 -0.611 1.295 0.418
C -0.38561 -0.95322 0.48704 1.123 0.086 0.594
C -1.08790 0.14691 -0.28984 -0.109 0.701 -0.186
O -2.27472 -0.10576 -0.92014 2.578 -0.365 0.678
C -2.04562 -0.19479 -2.38523 -0.269 -0.044 -2.603
C -2.15517 -1.67111 -2.93278 0.797 -0.238 -1.009
C -0.76021 -2.43654 -2.87928 -0.537 0.135 0.802
O -3.20745 -2.44618 -2.34833 0.442 0.728 0.439
C -0.54491 1.52279 -0.40150 2.474 -2.415 1.654
C 0.73762 1.71275 0.25195 -2.659 -0.496 -1.478
C 1.47786 0.65590 1.00743 0.726 -0.924 0.017
C 2.83822 1.03986 1.60591 -0.932 1.344 0.134
C 4.01370 0.51725 0.61977 1.306 -0.180 -0.639
N 4.98435 -0.34188 1.31038 -0.268 0.753 -0.659
N 3.36199 -0.18841 -0.52731 0.125 0.175 0.506
N 4.74798 1.65639 0.04158 -1.160 0.039 0.211
C 0.89201 -0.73644 1.16414 -2.832 2.255 -1.841
C 1.56340 -1.87795 1.96284 0.834 -1.786 0.216
F 0.67202 -2.64416 2.67320 0.966 1.363 -1.191
F 2.51262 -1.49993 2.84985 -1.162 0.132 -1.101
F 2.18983 -2.70421 1.04263 -0.733 1.063 1.124
C 1.04756 3.22458 -0.04899 -0.249 -0.821 -0.128
O 2.09271 3.78727 -0.03868 -0.302 -0.297 0.287
N -0.22996 3.83725 -0.40926 0.295 0.052 0.380
C -0.79353 4.29095 0.91601 -0.972 1.394 0.105
C -2.36420 4.37673 0.78445 0.609 0.668 -0.196
O -3.06597 3.55119 1.25575 -0.154 0.133 -0.256
F -2.85510 5.42922 0.05953 1.010 -1.351 0.990
C -1.05613 2.83759 -1.08368 1.630 -0.426 1.805
O -1.84492 3.03138 -1.93864 -0.126 -0.414 0.284
H -3.48828 -3.78840 0.57142 -0.233 0.892 0.618
H -4.23740 -3.07881 2.10801 0.763 0.075 -0.887
H -4.01546 -2.02441 0.64516 0.920 -1.341 0.622
H -2.23766 -1.43682 2.19687 0.467 -1.098 -0.188
H -1.67868 -3.15328 2.51681 -0.309 0.532 -0.785
H -1.86145 -2.36053 -0.41475 0.985 0.351 0.790
H -2.76828 0.45129 -2.95700 0.396 -0.380 1.252
H -1.01741 0.17297 -2.66888 -1.044 -0.239 0.568
H -2.39722 -1.58435 -4.03609 0.281 0.396 1.078
H -0.06652 -1.96570 -2.12154 -0.659 -0.445 -0.639
H -0.94003 -3.49245 -2.54962 0.263 0.877 -0.494
H -0.23052 -2.39834 -3.86277 -0.635 -0.125 0.803
H -4.05478 -1.98385 -2.48091 0.400 -0.346 -0.245
H 2.91175 2.16421 1.57600 -0.231 -1.199 0.066
H 2.99465 0.75237 2.67394 -0.198 -0.229 -1.073
H 5.81924 0.24868 1.42592 -0.321 -0.492 0.299
H 5.30724 -1.09282 0.68477 -0.363 0.264 0.362
H 3.78358 0.12295 -1.40842 -0.022 -0.295 0.345
H 3.49158 -1.20192 -0.43845 -0.240 0.382 -0.136
H 4.20930 2.11049 -0.70449 0.154 -0.021 0.441
H 4.94468 2.37858 0.74579 0.148 -0.373 -0.389
H -0.57475 3.57741 1.75311 -0.378 0.320 -0.788
H -0.35461 5.28232 1.22357 -0.436 -0.924 -0.685
Hg -4.91261 -0.42795 -0.04974 -0.271 0.909 -0.346

[2]
12
Properties=species:S:1:pos:R:3:forces:R:3 method="wB97M-V/def2-TZVPD" gap_ha=0.35596 homo_ha=-0.5263 e_tot_ha=-173.53004 e_lumo_ev=-4.64 total_charge=+1 smiles="C/C=C/[NH3+]" relative_energy_kcal_mol=33.1
C -1.07212 0.91753 -1.16037 -1.230 -0.245 -0.769
C -0.11072 -0.12640 -0.71639 -1.920 -0.511 0.207
C -0.11487 -0.48816 0.58035 0.973 1.545 0.369
N 1.20569 -0.68293 1.27627 1.156 -2.054 -0.827
H -1.94290 0.46643 -1.65439 -0.029 0.009 0.124
H -0.66481 1.53876 -1.96241 0.461 -0.172 0.104
H -1.42412 1.60480 -0.39593 0.104 -0.243 0.262
H 0.20964 -0.78826 -1.51999 1.645 0.608 0.114
H -0.89564 -0.24661 1.28779 0.204 0.589 0.044
H 1.57122 -1.64580 1.34853 -0.642 -0.178 0.372
H 1.28281 -0.26975 2.20570 -0.450 0.120 -0.013
H 1.95582 -0.27960 0.71085 -0.270 0.532 0.012

[3]
11
Properties=species:S:1:pos:R:3:forces:R:3 method="wB97M-V/def2-TZVPD" gap_ha=0.34076 homo_ha=-0.3080 e_tot_ha=-285.34962 e_lumo_ev=0.89 total_charge=0 smiles=Nc1ccoc1 relative_energy_kcal_mol=40.8
N -1.91787 0.01022 -0.17454 -1.399 -0.657 3.757
C -0.51319 -0.08755 -0.18719 2.076 0.170 0.915
C 0.36237 1.06725 -0.14238 -1.154 1.083 -0.180
C 1.60718 0.59225 -0.08388 3.236 0.746 0.620
O 1.65598 -0.75293 -0.08517 -0.875 -0.148 0.203
C 0.35294 -1.16257 -0.08375 -1.082 -0.128 -0.270
H -2.24981 0.41454 0.93235 1.212 -1.689 -4.273
H -2.20234 -1.00392 -0.21154 -0.394 1.506 0.237
H 0.04650 2.13521 -0.12156 0.362 -1.157 -0.089
H 2.64646 1.02503 0.10329 -1.908 -0.278 -0.619
H 0.21178 -2.23754 0.05435 -0.073 0.551 -0.302

[4]
27
Properties=species:S:1:pos:R:3:forces:R:3 method="wB97M-V/def2-TZVPD" gap_ha="0.25620 / 0.25607" homo_ha="-0.4378 / -0.4378" e_tot_ha=-499.10776 e_lumo_ev="-4.94 / -4.95" total_charge=+1 relative_energy_kcal_mol=153.5
C -0.22859 -1.81276 -1.67834 -1.853 -3.375 -0.687
C -1.00992 -0.61901 -1.92657 -3.413 1.144 -2.295
C 0.95976 -1.72615 -1.11978 -0.512 -0.563 -1.030
C -0.76399 0.39026 -0.82957 0.168 1.047 -1.139
C 0.40543 -1.04622 2.32282 -0.567 -0.268 0.858
C -2.19342 -0.73142 0.84988 1.438 1.029 -0.920
C 0.13771 -0.71837 1.10292 2.765 -0.228 -2.245
C 1.36838 -0.46263 -0.62287 0.615 1.661 3.025
C 0.74182 2.22373 1.07068 -0.079 1.837 1.980
C 1.15933 1.93871 -0.37980 -3.726 -0.424 2.150
N -1.00509 -0.33458 0.45171 -2.000 -0.030 1.706
N 0.60107 0.68304 -0.90486 3.607 -1.188 0.414
H -0.77673 -2.77137 -1.96787 1.501 1.123 0.281
H -0.56696 -0.28210 -2.87683 -0.448 0.749 0.230
H 1.60330 -2.54977 -1.02855 0.671 -0.985 0.374
H -1.24580 1.38122 -0.82644 -0.682 -0.802 -0.130
H -0.34318 -0.83314 3.05688 -0.353 0.034 0.859
H 1.28105 -1.57553 2.64810 0.371 0.134 -0.077
H -3.05948 -0.62669 0.18312 0.405 -0.048 0.482
H -2.20521 -1.04239 1.88262 -0.553 -0.513 -0.067
H 2.50703 -0.32751 -0.34170 -2.636 0.014 -0.542
H -0.38837 2.30288 1.12679 1.266 0.113 0.282
H 1.07960 1.41940 1.76454 -0.281 0.735 -0.617
H 1.23443 3.25569 1.55076 -1.410 -2.620 -1.676
H 2.16676 1.96848 -0.31091 3.274 -0.263 -1.056
H 0.70035 2.65295 -0.98156 0.004 1.727 -1.173
H -2.15929 -0.75672 -2.21516 2.429 -0.042 1.012

[5]
40
Properties=species:S:1:pos:R:3:forces:R:3 method="wB97M-V/def2-TZVPD" gap_ha=0.18014 homo_ha=-0.7771 e_tot_ha=-6585.78244 e_lumo_ev=-16.24 total_charge=+4
Ta 0.93438 -0.22291 0.25243 -0.405 -0.179 -0.643
N 4.52778 -2.90872 -0.72155 -0.012 -0.037 0.028
C 3.35776 -2.44079 -0.36837 -0.042 0.133 0.076
S 3.09225 -0.66410 -0.45700 0.217 -0.199 -0.306
N 2.33796 -3.15464 -0.01882 -0.125 -0.078 -0.159
N 1.28330 -2.43215 0.41204 -0.022 0.071 -0.067
C 0.37860 -3.14615 1.02427 -0.118 0.072 0.210
C -0.60718 -2.42010 1.78572 0.098 -0.086 -0.113
C -1.52006 -3.00082 2.63258 0.006 -0.014 -0.001
C -2.30177 -2.16775 3.44778 0.002 0.053 -0.013
C -2.13746 -0.79054 3.36511 -0.047 -0.059 0.052
C -1.23328 -0.27449 2.45493 0.075 0.024 -0.085
N -0.46537 -1.06580 1.66782 0.202 0.506 0.757
H 5.29507 -2.31915 -1.01471 0.003 0.007 0.003
H 4.69373 -3.91147 -0.69670 -0.005 -0.007 -0.014
H 0.47935 -4.22730 1.06234 0.017 -0.007 -0.024
H -1.60513 -4.07990 2.68740 -0.005 -0.001 0.005
H -3.01735 -2.59852 4.13949 0.007 0.000 0.012
H -2.69801 -0.11672 4.00066 -0.019 -0.002 -0.010
H -1.10651 0.80133 2.36067 -0.006 -0.011 -0.003
Br -5.05713 2.43436 -1.17785 0.034 -0.017 0.015
C -3.43812 1.62601 -0.95874 0.014 0.008 -0.026
C -3.33941 0.24237 -0.70344 -0.025 0.000 -0.002
C -2.11450 -0.30963 -0.49752 0.054 -0.250 -0.187
N -0.93447 0.39732 -0.57725 -0.069 -0.221 -0.183
C -1.03504 1.71734 -0.95419 0.116 0.086 -0.057
C -2.24199 2.35437 -1.07704 -0.016 -0.022 0.044
C 0.25948 2.33775 -1.27271 -0.231 -0.124 -0.003
C 0.34146 3.53229 -1.92870 0.029 -0.026 0.093
C 1.58401 3.99585 -2.40978 0.041 0.017 -0.005
Br 1.72576 5.58790 -3.27825 -0.007 -0.048 0.034
C 2.68798 3.15132 -2.22255 -0.048 0.023 0.000
C 2.53505 1.97666 -1.54787 0.169 0.112 0.162
N 1.34769 1.52146 -1.00836 0.154 0.245 0.412
H -4.22435 -0.37990 -0.66704 0.001 -0.001 0.006
H -2.03424 -1.37206 -0.30882 0.006 0.039 0.025
H -2.28932 3.41437 -1.28123 0.006 -0.009 -0.068
H -0.54449 4.11933 -2.12181 -0.008 -0.016 -0.020
H 3.66489 3.41705 -2.60608 0.000 -0.005 0.016
H 3.41872 1.37652 -1.41687 -0.040 0.023 0.040